Model one:
The following is a quantum chemistry calculation of the molecule CH3N2OP, from OMol25.

Calculated values
molar mass	90.0	g mol⁻¹
total charge	0
frontier orbital gap	9.7967	eV
SMILES string	O=PN1CN1

XYZ file:
```
8
CH3N2OP | OMol25 | ωB97M-V/def2-TZVPD
O -1.223 -0.857 2.335
P -1.676 -0.017 1.220
N -0.375 0.152 0.181
C 0.746 -0.352 -0.433
N -0.059 0.613 -1.158
H 0.700 -1.255 -0.820
H 1.778 0.067 -0.185
H 0.109 1.648 -1.140
```

***

Model two:
The following is a quantum chemistry calculation of the molecule CH3N2OP, from OMol25.

Calculated values
molar mass	90.0	g mol⁻¹
total charge	0
frontier orbital gap (alpha / beta)	8.1909 / 8.1937	eV

XYZ file:
```
8
CH3N2OP | OMol25 | ωB97M-V/def2-TZVPD
C -1.503 0.315 0.039
N -0.778 -0.641 -0.333
N 0.288 -1.212 0.103
O 1.458 1.201 -0.201
P 1.552 -0.201 0.173
H -2.219 0.719 -0.661
H -1.357 0.777 1.124
H 2.559 -0.958 -0.243
```

***

Which structure above is the least stable? It is model two.